No. 1
83
Properties=species:S:1:pos:R:3:forces:R:3 method="wB97M-V/def2-TZVPD" lumo_ha=-0.0389 gap_ev=7.02 total_charge=0 spin_multiplicity=1
Ti 1.100180 0.959453 0.318986 0.362 0.141 0.018
C 4.478974 1.517792 -4.025354 -0.011 -0.003 -0.014
C 5.028859 1.671940 -2.760063 -0.002 -0.005 0.011
C 4.360426 1.192824 -1.643792 0.027 -0.019 0.008
C 3.135873 0.554922 -1.792472 -0.128 -0.037 -0.085
C 2.585585 0.391956 -3.060461 -0.008 0.015 0.025
C 3.258744 0.874596 -4.174265 0.017 0.019 0.003
N 2.440971 0.079433 -0.636476 -0.153 -0.009 0.238
C 2.689292 -1.292491 -0.251681 -0.025 -0.021 -0.087
C 2.293394 -2.332677 -1.091160 0.032 0.002 0.015
C 2.479649 -3.646455 -0.699722 -0.013 0.000 -0.007
C 3.072032 -3.924832 0.527054 0.011 0.001 0.012
C 3.479160 -2.889895 1.354167 -0.008 -0.010 0.006
C 3.288330 -1.569645 0.968998 -0.008 0.050 0.005
H 5.004041 1.892757 -4.893538 0.000 -0.001 -0.004
H 5.984524 2.165710 -2.641965 -0.001 0.002 0.006
H 4.780266 1.301525 -0.651199 0.008 0.000 -0.010
H 1.643334 -0.134566 -3.169785 0.038 0.005 -0.028
H 2.831691 0.739535 -5.159427 -0.002 -0.004 -0.001
H 1.807631 -2.114845 -2.033209 0.002 -0.016 -0.009
H 2.129075 -4.447878 -1.338140 -0.005 0.005 -0.005
H 3.206371 -4.952171 0.838501 -0.002 -0.002 -0.002
H 3.939848 -3.107071 2.308955 0.004 0.004 0.003
H 3.589475 -0.750737 1.610184 -0.001 -0.009 0.000
C -4.931428 -3.425668 -0.553143 -0.021 -0.043 -0.091
C -4.271091 -2.249361 0.094204 0.062 0.053 0.001
C -4.379694 -0.979681 -0.476129 -0.037 0.009 0.004
C -3.777636 0.124157 0.098250 0.017 -0.049 0.002
C -3.031873 -0.042315 1.261139 0.032 -0.041 0.005
C -2.888080 -1.296178 1.842497 0.063 0.072 0.045
C -3.519298 -2.382593 1.262580 0.040 -0.064 -0.088
S -2.197575 1.387131 1.829153 -0.130 0.040 -0.029
O -2.981548 2.547559 1.537062 0.023 -0.020 0.026
O -0.864605 1.369516 1.213970 0.169 -0.088 0.049
N -2.067811 1.329547 3.442770 0.043 0.048 -0.029
C -1.111041 0.621450 4.305691 0.085 -0.059 -0.058
C 0.352163 1.020555 4.132736 -0.031 0.005 0.005
C 0.924349 0.408131 2.875823 -0.069 -0.078 0.027
O 0.575547 -0.700612 2.483984 -0.019 0.064 -0.045
O 1.724149 1.160435 2.171187 -0.019 -0.018 -0.189
H -4.376995 -3.751381 -1.440323 -0.035 0.066 0.078
H -5.943668 -3.163502 -0.867146 0.004 -0.024 0.019
H -4.968314 -4.280371 0.117930 -0.005 -0.006 0.008
H -4.957244 -0.857630 -1.384500 0.001 0.002 0.003
H -3.892330 1.108867 -0.335263 -0.021 0.008 -0.013
H -2.270228 -1.440397 2.718421 -0.038 0.008 -0.021
H -3.389427 -3.368464 1.690620 -0.029 0.008 0.025
H -2.479515 2.170463 3.821533 -0.045 0.000 0.003
H -1.205709 -0.451434 4.156390 0.005 0.012 0.013
H -1.438742 0.836137 5.321083 -0.016 0.011 -0.005
H 0.923685 0.648849 4.987049 -0.011 -0.012 -0.007
H 0.471685 2.102995 4.088259 0.005 0.002 0.029
N -0.270743 1.013442 -1.433167 0.045 -0.089 0.089
C -0.697890 -0.364565 -1.668792 0.025 0.017 0.012
C -0.593261 -1.257485 -0.620268 0.008 -0.108 0.173
C -0.961864 -2.580004 -0.786294 0.048 0.074 -0.089
C -1.425899 -3.013182 -2.013805 0.003 -0.064 0.042
C -1.524575 -2.120278 -3.075038 0.004 -0.040 0.001
C -1.160531 -0.791440 -2.906306 -0.004 0.037 0.001
S -1.849686 -4.753698 -2.181073 -0.198 0.027 -0.083
O -2.236091 -5.125103 -0.827185 0.055 -0.015 -0.015
O -2.946412 -4.749405 -3.136907 0.050 0.033 0.044
O -0.619068 -5.354293 -2.654948 0.092 -0.008 0.010
H 0.188634 1.386566 -2.260267 -0.029 0.001 -0.005
H -1.072075 1.604373 -1.222720 0.020 0.053 -0.021
H -0.211401 -0.992257 0.364252 -0.152 0.072 0.009
H -0.879752 -3.288239 0.026203 -0.016 -0.010 0.020
H -1.897969 -2.480350 -4.024990 -0.011 0.008 -0.002
H -1.242982 -0.087705 -3.727966 -0.001 -0.002 -0.004
C 1.795417 2.840937 -0.174466 0.035 -0.092 -0.104
C 0.985397 3.851135 0.549009 -0.163 -0.007 0.017
C -0.167876 4.385002 -0.029344 0.031 -0.009 -0.005
C -0.982871 5.256423 0.673655 -0.005 0.005 0.001
C -0.655379 5.617874 1.972444 -0.004 0.005 0.000
C 0.498752 5.109623 2.554323 0.008 0.001 0.000
C 1.310311 4.232972 1.851889 -0.019 -0.011 0.004
H 2.835631 2.793483 0.154298 -0.006 0.046 0.017
H 1.765306 2.944950 -1.261192 0.041 0.052 0.019
H -0.424451 4.116510 -1.049561 -0.004 0.007 -0.002
H -1.877076 5.651013 0.209869 -0.006 0.000 -0.003
H -1.289505 6.299366 2.523895 -0.004 0.002 0.000
H 0.771329 5.402999 3.560645 0.000 0.000 0.001
H 2.201131 3.825950 2.313848 -0.003 0.004 0.004

No. 2
91
Properties=species:S:1:pos:R:3:forces:R:3 method="wB97M-V/def2-TZVPD" lumo_ha="0.1160 / 0.0215" gap_ev="4.96 / 2.39" total_charge=-2 spin_multiplicity=2
Tl -9.361246 -10.308195 -17.083228 0.073 1.020 -0.366
C -12.796278 -17.496424 -18.154764 -0.457 0.849 0.206
C -11.439178 -16.870268 -18.424841 -0.252 -0.401 -2.027
N -11.354639 -15.936363 -19.608903 -0.566 -0.257 1.636
C -11.087386 -16.464165 -20.968328 0.283 -0.501 0.496
C -12.172401 -16.116308 -22.002390 0.848 -1.128 -0.194
C -11.375062 -14.583938 -19.383176 1.347 0.315 -2.278
S -11.900516 -13.813227 -17.924463 0.415 -0.276 -0.101
N -10.946475 -13.842209 -20.419974 -0.543 -1.179 1.915
C -10.353447 -12.636303 -20.237389 0.357 0.885 -2.502
O -9.894089 -12.122555 -19.221277 -0.852 -0.856 0.167
C -10.169353 -11.932872 -21.619491 0.598 0.570 1.248
C -10.232393 -12.575686 -22.863124 -0.599 -0.529 0.727
C -10.007504 -11.829555 -24.018697 0.374 -0.670 -0.783
C -9.802562 -10.466602 -23.925979 -0.357 0.335 0.330
C -9.890126 -9.821645 -22.695469 0.987 0.749 -0.627
C -9.887327 -10.545709 -21.549163 -0.878 -0.817 1.937
H -12.563255 -18.297349 -17.475382 -0.361 -0.530 0.428
H -13.285848 -17.895909 -19.035791 -0.159 -0.025 -0.108
H -13.445493 -16.750531 -17.615937 0.370 -0.820 -0.737
H -10.693638 -17.719022 -18.575369 -0.548 1.469 0.341
H -11.339917 -16.268660 -17.548408 1.333 0.305 0.534
H -11.026215 -17.576447 -20.888204 -0.155 0.737 0.220
H -10.071462 -16.160829 -21.302889 -0.730 0.213 0.180
H -13.075396 -16.743226 -21.866757 0.480 0.293 -0.071
H -11.669331 -16.377049 -22.967869 -0.870 0.436 0.420
H -12.439685 -15.074857 -21.944421 0.036 0.322 -0.230
H -10.512848 -13.650802 -22.881075 0.412 0.851 -0.138
H -9.931868 -12.318766 -25.016063 -0.183 0.298 0.882
H -9.560846 -9.868357 -24.781553 -0.159 0.084 -0.545
H -9.820976 -8.746406 -22.568088 0.038 0.041 -0.375
H -9.780728 -9.983316 -20.565398 -0.231 -0.925 -1.115
O -12.664376 -8.667990 -18.854798 0.021 -0.935 -0.300
As -11.203193 -7.829541 -19.371382 0.077 2.186 0.102
O -11.525353 -7.059818 -20.845912 0.547 -1.418 1.495
O -9.697323 -8.614312 -19.141300 -2.072 -0.007 0.009
C -11.312688 -6.283946 -18.024196 0.176 0.625 -0.332
C -11.235924 -5.016871 -18.666128 -1.093 1.083 0.538
C -11.154322 -3.810162 -17.919658 -0.489 -2.915 1.199
C -11.128389 -3.900876 -16.516197 0.156 0.273 0.111
C -11.263394 -5.114002 -15.843035 -0.002 0.140 -1.503
C -11.448239 -6.286155 -16.625633 1.901 -0.340 0.053
S -11.719952 -7.790108 -15.651482 1.940 0.710 -0.856
O -11.714975 -8.943148 -16.607500 0.035 0.266 1.461
O -13.000096 -7.386044 -15.153644 -1.349 -0.918 1.151
O -10.622636 -7.950245 -14.679551 -1.161 0.109 -0.690
H -12.555782 -8.979703 -17.897720 0.162 0.678 -1.172
H -11.528746 -4.957145 -19.727253 0.919 -0.279 0.373
H -11.265912 -2.839820 -18.297771 0.165 1.073 -1.092
H -11.034015 -2.964440 -15.939590 0.002 -0.558 -0.204
H -11.182002 -5.109077 -14.762329 -0.297 -0.384 -0.077
C -9.062559 -7.091057 -10.514579 -0.003 -0.044 -0.238
C -8.160290 -6.609698 -11.647775 0.449 -0.093 0.445
C -6.754037 -6.500000 -11.409937 -1.527 -0.236 -1.278
C -5.860302 -6.454609 -12.449444 -2.865 0.440 -1.328
C -6.426225 -6.227931 -13.734028 1.680 -0.181 -0.138
C -7.754357 -6.028943 -13.948739 -0.807 0.370 0.649
C -8.656610 -6.283449 -12.894551 0.046 -0.422 -0.749
S -5.326102 -6.321838 -15.153387 -3.955 -0.324 -2.270
O -4.691835 -5.056422 -15.304710 1.309 1.529 0.353
O -4.544196 -7.477032 -14.885689 1.920 -1.550 0.727
N -6.380474 -6.569431 -16.358382 -0.200 -0.049 1.490
C -6.104028 -7.378211 -17.399942 1.984 -1.023 -0.645
C -4.750078 -7.417407 -17.901699 -0.007 -0.055 -0.433
C -4.413303 -8.238225 -18.976463 0.654 0.587 1.505
C -5.419009 -8.973550 -19.561531 -0.463 -1.272 -0.882
C -6.729627 -8.858450 -19.103783 1.035 0.811 0.510
N -7.024022 -8.186510 -18.001465 -0.570 1.534 0.868
H -9.231245 -6.221158 -9.903834 -0.794 0.470 0.389
H -8.580635 -7.779647 -9.796088 0.008 -0.048 -0.717
H -10.017687 -7.544667 -10.889588 0.868 0.579 0.367
H -6.410673 -6.421058 -10.429619 0.566 -0.598 1.740
H -4.865160 -6.709958 -12.307669 1.871 0.120 0.076
H -8.093454 -5.711324 -14.929370 -0.041 -0.449 0.061
H -9.708598 -6.383141 -13.198767 0.402 0.059 0.577
H -4.003154 -6.795314 -17.391775 -0.298 -0.271 -0.416
H -3.348508 -8.338223 -19.275971 -0.827 0.071 0.082
H -5.182363 -9.777181 -20.257130 -0.087 0.439 -0.410
H -7.594316 -9.186386 -19.655850 -0.095 -0.750 -0.023
O -6.836377 -10.876408 -15.729122 0.360 -0.651 0.787
N -6.269043 -11.490907 -14.753389 0.430 -0.017 -0.929
C -5.524181 -12.637688 -15.005747 0.125 0.734 1.860
C -4.925845 -13.294742 -13.934637 -0.966 0.041 0.268
C -5.102224 -12.818540 -12.622548 0.059 -0.683 -1.123
C -5.652935 -11.567822 -12.429638 -0.237 -1.005 -1.518
C -6.281566 -10.953920 -13.500348 0.392 1.505 0.384
H -5.404837 -12.905745 -16.026584 -0.195 -0.037 -0.603
H -4.400313 -14.240744 -14.069355 -0.185 0.292 -0.250
H -4.930339 -13.502934 -11.814225 0.733 0.157 0.438
H -5.523466 -11.128409 -11.484705 -0.547 0.797 1.017
H -6.675894 -9.917085 -13.420948 0.085 -1.024 -0.377

No. 3
78
Properties=species:S:1:pos:R:3:forces:R:3 method="wB97M-V/def2-TZVPD" lumo_ha=-0.0285 gap_ev=4.82 total_charge=0 spin_multiplicity=1
C 2.980940 -1.579404 -3.414838 0.359 -0.082 0.120
C 1.788945 -2.033307 -2.599711 0.125 -0.335 0.029
C 0.929915 -2.975026 -3.439462 -0.317 -0.196 0.039
C 2.082973 -2.598897 -1.141295 0.397 0.313 -0.399
C 2.222423 -4.092574 -1.015858 -0.038 -0.464 -0.200
C 3.300589 -1.932242 -0.494034 -0.031 0.098 0.080
O 0.898670 -2.184301 -0.401075 0.057 0.386 -0.467
B 0.454811 -1.077637 -1.071000 0.862 1.408 0.532
C -0.043531 4.269249 1.535571 -0.216 0.157 0.326
C 0.884905 4.425181 2.580227 -0.018 -0.096 -0.148
C 0.479595 4.807888 3.845958 -0.143 -0.134 -0.174
C -0.874761 5.037379 4.076495 -0.226 0.125 0.247
C -1.335337 5.276821 5.484066 -0.116 -0.025 0.475
F -1.048139 6.543590 5.921661 -0.260 -0.942 -0.124
F -2.681964 5.094804 5.629231 0.969 0.250 0.003
F -0.726308 4.406138 6.356887 -0.491 0.822 -0.532
C -1.791595 5.024918 3.032668 0.232 -0.090 -0.179
C -1.369198 4.660652 1.755001 -0.019 0.065 0.324
C 0.408385 3.750992 0.226607 0.714 2.210 -0.867
C -0.534055 3.641317 -0.942888 -0.013 -0.144 0.197
C 0.350374 4.823327 -0.880888 0.015 0.787 -0.034
O 1.003198 -0.853206 -2.315044 0.033 -0.718 0.622
H 3.596245 -2.442174 -3.691308 0.001 0.134 0.021
H 2.627717 -1.100765 -4.334925 0.023 -0.114 0.178
H 3.598051 -0.860237 -2.868648 -0.096 -0.107 -0.104
H 1.507562 -3.847401 -3.776831 -0.146 0.207 0.136
H 0.050563 -3.332179 -2.877278 0.366 0.116 -0.203
H 0.563622 -2.442813 -4.328783 0.146 -0.080 0.243
H 3.089994 -4.437224 -1.593009 -0.163 0.024 0.081
H 2.390849 -4.356098 0.034633 -0.029 0.071 -0.164
H 1.330030 -4.623580 -1.361870 0.266 0.195 0.007
H 4.224358 -2.271721 -0.978055 -0.179 0.114 0.054
H 3.251644 -0.836129 -0.543472 -0.030 -0.231 -0.031
H 3.348525 -2.223535 0.562384 -0.067 0.073 -0.208
H 1.940105 4.206269 2.402424 -0.335 -0.024 -0.003
H 1.197098 4.886200 4.659923 -0.149 -0.067 -0.152
H -2.834673 5.266750 3.218072 0.186 -0.073 -0.020
H -2.106131 4.653309 0.950527 0.259 -0.100 0.245
H 1.377566 3.248474 0.234490 -0.624 0.116 0.053
H -0.297404 2.922986 -1.719216 -0.063 0.103 0.321
H -1.596185 3.745751 -0.720799 0.304 -0.081 -0.193
H -0.085438 5.785546 -0.601929 0.226 -0.229 -0.155
H 1.172626 4.860057 -1.595724 -0.186 0.071 0.241
C -1.056159 -6.212611 -2.712286 0.186 -0.043 0.160
C -0.963622 -5.550117 -1.487328 -0.490 -0.047 -0.112
C -1.690138 -4.374860 -1.258371 -0.086 -0.245 -0.158
C -2.486307 -3.876034 -2.292469 0.279 0.576 -0.033
O -3.044358 -2.594518 -2.309330 -0.548 0.034 0.356
C -2.466586 -1.551645 -1.599813 -0.432 -0.785 0.213
C -2.075721 -0.414770 -2.325576 0.274 -0.316 -0.518
C -1.122778 0.406069 -1.799001 -0.974 -0.111 0.034
C -0.519417 0.133710 -0.480416 -1.154 1.608 1.240
C 0.218706 1.311954 0.202639 0.268 -4.373 -1.335
C 0.195216 1.291166 1.644381 0.330 -0.407 1.129
C -1.042549 1.413885 2.343626 0.677 0.065 -0.167
C -1.078471 1.463577 3.727068 -0.046 0.002 -0.099
C 0.101280 1.346087 4.465439 0.272 -0.055 0.054
C 1.318278 1.163929 3.802575 -0.052 0.170 0.353
C 1.378338 1.148846 2.415262 -0.706 0.181 -0.285
C -1.320298 -0.794304 0.343006 0.150 0.459 -0.236
C -2.258904 -1.617801 -0.218655 -0.429 -0.348 -0.530
C -2.681888 -4.595455 -3.475979 0.323 0.140 0.178
C -1.922948 -5.737952 -3.701387 -0.235 -0.073 0.205
H -0.460440 -7.111264 -2.886836 -0.213 0.281 0.025
H -0.341734 -5.944268 -0.680396 -0.188 0.071 -0.316
H -1.631568 -3.879032 -0.291796 0.184 -0.133 -0.454
H -2.485348 -0.267867 -3.328259 0.269 -0.106 0.258
H -0.773200 1.261889 -2.369035 0.070 -0.401 0.115
H 1.188239 1.432039 -0.293395 -0.199 0.184 0.215
H -1.968890 1.490923 1.767618 0.265 0.035 0.135
H -2.033130 1.602390 4.240092 0.287 -0.040 -0.133
H 0.065546 1.404985 5.555304 0.054 -0.069 -0.338
H 2.238033 1.049482 4.379569 -0.252 0.044 -0.107
H 2.333544 1.024304 1.897524 -0.283 0.009 0.160
H -1.122230 -0.851918 1.411355 0.154 -0.091 -0.352
H -2.817847 -2.345663 0.376961 0.335 0.240 -0.225
H -3.379801 -4.196382 -4.210525 0.294 -0.076 0.079
H -2.020405 -6.265920 -4.650449 0.030 0.101 0.275

Which ΔE to the lowest compared entry with this formula, charge and spin belongs to each record? In order, 0.473; 1.927; 2.548 eV.